# 1
{"formula": "C39H28BeCl2F3N3O6Sb", "method": "wB97M-V/def2-TZVPD", "elements": ["Be", "O", "C", "O", "C", "O", "O", "N", "C", "C", "C", "C", "C", "N", "H", "H", "H", "H", "H", "H", "Cl", "C", "C", "C", "C", "C", "Cl", "C", "N", "C", "C", "C", "C", "C", "C", "C", "C", "O", "O", "H", "H", "H", "H", "H", "H", "H", "H", "H", "H", "F", "C", "C", "C", "C", "C", "C", "Sb", "C", "C", "C", "C", "F", "C", "C", "C", "C", "C", "C", "F", "C", "C", "H", "H", "H", "H", "H", "H", "H", "H", "H", "H", "H", "H"], "xyz": [[-3.04, -1.24, 0.23], [-0.84, -3.36, 1.98], [-1.78, -2.74, 1.53], [-1.71, -1.59, 0.94], [-3.27, -3.15, 1.56], [-3.63, -4.19, 1.98], [-4.06, -2.29, 0.99], [-2.81, 0.20, -2.68], [-2.81, -1.13, -2.70], [-2.74, -1.74, -3.99], [-2.62, -3.11, -4.15], [-2.70, -3.85, -2.93], [-2.88, -3.20, -1.79], [-2.87, -1.84, -1.59], [-2.48, 0.74, -3.48], [-2.93, 0.77, -1.81], [-2.71, -0.91, -4.78], [-2.63, -3.52, -5.13], [-2.70, -4.91, -2.94], [-3.17, -3.64, -0.86], [1.02, 4.24, 0.28], [1.66, 3.09, 1.41], [3.00, 3.04, 1.55], [3.58, 2.25, 2.54], [2.76, 1.51, 3.35], [1.37, 1.61, 3.24], [0.39, 0.60, 4.29], [0.71, 2.35, 2.23], [-0.61, 2.40, 2.03], [-1.52, 2.85, 3.03], [-1.16, 3.90, 3.89], [-2.06, 4.29, 4.87], [-3.28, 3.73, 4.98], [-3.69, 2.74, 4.11], [-2.81, 2.28, 3.10], [-3.16, 1.11, 2.19], [-3.26, 1.38, 0.72], [-3.40, 2.48, 0.22], [-3.30, 0.33, 0.01], [3.67, 3.60, 0.92], [4.64, 2.07, 2.66], [3.23, 0.80, 4.06], [-0.96, 2.31, 1.09], [-0.19, 4.34, 3.88], [-1.76, 5.07, 5.58], [-3.89, 4.07, 5.80], [-4.68, 2.30, 4.09], [-4.09, 0.64, 2.57], [-2.42, 0.27, 2.37], [3.70, 3.53, -4.94], [3.13, 2.64, -4.10], [1.98, 3.13, -3.55], [1.26, 2.36, -2.63], [1.78, 1.10, -2.28], [3.01, 0.72, -2.73], [3.70, 1.42, -3.75], [0.55, 0.09, -0.78], [2.10, -0.62, 0.55], [3.37, -0.20, 0.38], [4.44, -0.74, 1.04], [4.17, -1.71, 1.99], [5.18, -2.25, 2.67], [2.88, -2.09, 2.35], [1.84, -1.61, 1.57], [0.46, -1.85, -1.92], [0.72, -3.06, -1.18], [1.03, -4.20, -1.87], [1.09, -4.18, -3.27], [1.28, -5.37, -3.96], [0.74, -3.08, -4.03], [0.44, -1.85, -3.34], [1.73, 4.20, -3.86], [0.27, 2.64, -2.32], [3.47, -0.19, -2.43], [4.67, 1.09, -4.13], [3.56, 0.48, -0.34], [5.45, -0.41, 0.81], [2.65, -2.91, 3.09], [0.84, -2.03, 1.80], [0.75, -3.02, -0.14], [1.30, -5.03, -1.26], [0.82, -3.07, -5.09], [0.24, -0.88, -3.81]], "mulliken_charge": [-0.12, -0.69, 0.72, 1.24, -0.04, -0.64, -0.55, -0.28, 0.68, -0.73, -0.48, -1.00, -0.48, 0.39, 0.23, 0.11, 0.25, 0.52, 0.54, 0.51, -0.19, 0.81, -0.53, -0.50, -0.50, 1.11, -0.19, -1.80, 0.72, 0.46, -0.57, -0.59, -0.68, -0.93, 0.43, -0.21, 0.44, -0.72, -0.31, 0.45, 0.42, 0.34, 0.20, 0.49, 0.34, 0.37, 0.42, 0.62, -0.27, -0.34, 0.43, -0.39, -0.80, -0.24, -0.09, -1.01, 0.38, 1.00, -1.34, -0.92, 0.28, -0.39, -0.91, -0.21, 0.81, -0.57, -1.07, 0.21, -0.38, -1.02, 0.03, 0.30, 0.52, 0.53, 0.44, 1.10, 0.47, 0.43, -0.02, 0.48, 0.51, 0.51, 0.47], "orbital_gap_ev": 8.144, "fmax_ev_per_a": 4.1, "e_tot_ev": -97796.6037, "total_charge": -1}

# 2
{"formula": "C39H28BrF4FeN5OP", "method": "wB97M-V/def2-TZVPD", "elements": ["Fe", "C", "C", "C", "C", "N", "C", "N", "C", "N", "C", "N", "C", "C", "C", "C", "C", "N", "C", "C", "C", "C", "C", "C", "H", "H", "H", "H", "H", "H", "H", "H", "H", "H", "H", "H", "F", "C", "C", "F", "C", "F", "C", "P", "C", "C", "C", "C", "C", "C", "C", "C", "C", "C", "C", "C", "C", "Br", "C", "F", "H", "H", "H", "H", "H", "H", "H", "H", "H", "H", "C", "C", "C", "O", "H", "H", "H", "H", "H", "H"], "xyz": [[-0.30, -0.01, -0.27], [-1.87, -1.37, 3.37], [-0.99, -2.41, 3.71], [0.20, -2.51, 3.04], [0.53, -1.60, 2.02], [-0.35, -0.65, 1.65], [-1.50, -0.54, 2.35], [1.83, -1.72, 1.54], [2.29, -0.83, 0.72], [1.57, 0.06, 0.00], [2.38, 1.05, -0.46], [2.01, 2.19, -0.93], [0.71, 2.64, -0.75], [0.36, 3.78, -1.49], [-0.81, 4.43, -1.16], [-1.67, 3.89, -0.22], [-1.32, 2.69, 0.35], [-0.18, 2.02, 0.07], [3.79, 0.64, -0.22], [4.99, 1.25, -0.52], [6.15, 0.63, -0.06], [6.09, -0.54, 0.69], [4.87, -1.14, 1.00], [3.73, -0.54, 0.52], [-2.80, -1.22, 3.89], [-1.24, -3.11, 4.50], [0.93, -3.27, 3.28], [-2.15, 0.28, 2.06], [1.21, 4.39, -1.76], [-1.08, 5.35, -1.68], [-2.59, 4.38, 0.08], [-1.97, 2.21, 1.07], [5.02, 2.16, -1.10], [7.11, 1.07, -0.28], [7.01, -0.98, 1.06], [4.82, -2.05, 1.59], [-5.84, 0.13, -4.70], [-4.59, 0.17, -4.27], [-3.55, 0.37, -5.16], [-3.80, 0.54, -6.44], [-2.24, 0.40, -4.69], [-1.32, 0.63, -5.62], [-1.91, 0.21, -3.35], [-0.16, 0.18, -2.73], [0.61, 1.49, -3.75], [1.87, 1.31, -4.31], [2.42, 2.31, -5.09], [1.71, 3.48, -5.33], [0.48, 3.67, -4.73], [-0.02, 2.73, -3.83], [0.59, -1.34, -3.42], [0.51, -1.67, -4.78], [1.14, -2.80, -5.27], [1.89, -3.60, -4.43], [2.01, -3.27, -3.09], [1.37, -2.14, -2.59], [-3.00, 0.06, -2.48], [-2.83, -0.05, -0.60], [-4.30, 0.02, -2.93], [-5.31, -0.16, -2.08], [2.41, 0.38, -4.17], [3.40, 2.17, -5.53], [2.11, 4.23, -5.99], [-0.07, 4.59, -4.90], [-1.10, 2.73, -3.72], [-0.04, -1.04, -5.46], [1.07, -3.04, -6.32], [2.40, -4.48, -4.82], [2.61, -3.88, -2.42], [1.50, -1.89, -1.55], [-2.07, -3.35, -1.87], [-1.06, -3.18, -0.78], [-0.69, -4.37, 0.05], [-0.56, -2.10, -0.53], [-1.88, -4.28, -2.42], [-2.04, -2.51, -2.55], [-3.06, -3.43, -1.42], [-0.69, -5.29, -0.54], [-1.44, -4.48, 0.84], [0.28, -4.21, 0.52]], "mulliken_charge": [-0.66, -1.23, -0.35, -0.55, 0.16, 0.42, -0.20, -0.55, 0.11, 0.83, 0.10, -0.36, 0.06, -0.17, -0.53, -0.84, -0.21, 0.36, -0.07, -0.06, -0.71, -0.62, -0.32, -0.04, 0.50, 0.46, 0.54, 0.28, 0.58, 0.47, 0.50, 0.34, 0.59, 0.43, 0.43, 0.55, -0.28, 0.47, 0.49, -0.28, -0.35, -0.47, -0.62, 2.80, 0.87, -0.90, -0.77, -0.74, -0.78, -0.84, 0.53, -0.43, -0.83, -0.76, -0.85, -0.98, 0.36, 0.14, 0.27, -0.31, 0.48, 0.48, 0.43, 0.50, 0.45, 0.49, 0.47, 0.41, 0.54, 0.58, -0.77, 0.63, -1.59, 0.16, 0.46, -0.08, 0.30, 0.44, 0.32, 0.29], "orbital_gap_ev": [7.290, 7.289], "fmax_ev_per_a": 2.9, "e_tot_ev": -174979.0311, "total_charge": 1}

# 3
{"formula": "C39H28Cl6N8O4S3SeSr", "method": "wB97M-V/def2-TZVPD", "elements": ["Sr", "C", "C", "N", "C", "C", "S", "C", "C", "S", "C", "N", "C", "H", "H", "H", "H", "H", "H", "H", "H", "N", "C", "C", "C", "C", "C", "C", "N", "C", "C", "C", "S", "C", "N", "H", "H", "H", "H", "H", "H", "H", "N", "C", "C", "C", "C", "C", "C", "C", "H", "H", "H", "H", "H", "C", "N", "C", "Se", "N", "C", "C", "C", "C", "C", "C", "H", "H", "H", "H", "H", "H", "H", "H", "O", "Cl", "O", "O", "O", "Cl", "C", "C", "C", "Cl", "C", "Cl", "C", "Cl", "C", "Cl"], "xyz": [[-0.76, -0.25, 0.51], [1.11, -2.65, -3.08], [0.39, -1.40, -3.47], [0.45, -0.27, -2.83], [-0.29, 0.71, -3.46], [-0.92, 0.31, -4.59], [-0.60, -1.34, -4.88], [-0.32, 2.08, -2.94], [-0.58, 3.16, -3.72], [-0.48, 4.58, -2.79], [-0.07, 3.64, -1.40], [-0.03, 2.36, -1.62], [0.20, 4.31, -0.09], [1.80, -2.43, -2.28], [1.66, -3.06, -3.93], [0.40, -3.41, -2.74], [-1.59, 0.88, -5.21], [-0.77, 3.18, -4.78], [0.29, 5.39, -0.22], [1.12, 3.91, 0.32], [-0.62, 4.11, 0.60], [1.47, -4.37, 0.82], [2.71, -3.79, 0.57], [4.00, -4.29, 0.60], [5.01, -3.41, 0.28], [4.74, -2.07, -0.04], [3.45, -1.58, -0.08], [2.42, -2.47, 0.22], [1.05, -2.26, 0.25], [0.53, -3.41, 0.63], [-0.90, -3.63, 0.84], [-1.47, -4.60, 1.61], [-3.16, -4.42, 1.59], [-3.01, -3.07, 0.56], [-1.78, -2.76, 0.25], [1.29, -5.32, 1.08], [4.21, -5.32, 0.86], [6.04, -3.75, 0.30], [5.56, -1.40, -0.26], [3.25, -0.54, -0.29], [-0.99, -5.35, 2.21], [-3.86, -2.51, 0.21], [0.47, 1.69, 1.85], [0.40, 2.54, 2.61], [0.32, 3.62, 3.55], [-0.65, 3.59, 4.54], [-0.75, 4.65, 5.42], [0.13, 5.72, 5.32], [1.10, 5.74, 4.33], [1.21, 4.69, 3.43], [-1.32, 2.73, 4.61], [-1.50, 4.64, 6.20], [0.05, 6.55, 6.01], [1.78, 6.58, 4.25], [1.96, 4.69, 2.66], [3.65, 5.03, -2.19], [3.31, 3.72, -2.69], [3.25, 2.58, -1.95], [3.58, 2.38, -0.17], [2.88, 1.59, -2.81], [2.67, 2.09, -4.08], [2.26, 1.50, -5.26], [2.13, 2.33, -6.37], [2.42, 3.69, -6.30], [2.84, 4.28, -5.11], [2.96, 3.45, -4.01], [3.86, 4.94, -1.13], [2.82, 5.72, -2.35], [4.53, 5.41, -2.71], [2.50, 0.72, -2.47], [2.03, 0.44, -5.31], [1.80, 1.90, -7.31], [2.31, 4.30, -7.18], [3.06, 5.34, -5.05], [-2.11, -2.01, 4.13], [-1.57, -0.83, 3.53], [-2.45, -0.37, 2.45], [-1.39, 0.20, 4.49], [-0.29, -1.14, 2.88], [-2.93, 2.91, 1.32], [-3.75, 1.99, 0.08], [-3.04, 0.98, -0.56], [-3.77, 0.30, -1.51], [-2.96, -1.03, -2.35], [-5.11, 0.51, -1.81], [-5.96, -0.44, -2.98], [-5.77, 1.55, -1.16], [-7.42, 1.91, -1.52], [-5.08, 2.30, -0.20], [-5.88, 3.60, 0.61]], "mulliken_charge": [1.68, -0.95, 0.51, 0.19, -0.34, 0.00, -0.29, -0.48, -0.64, -0.33, 0.21, 0.68, -0.45, -0.16, 0.48, 0.31, 0.47, 0.45, 0.52, -0.16, -0.08, 0.07, 0.74, -1.21, -0.46, -0.59, -0.18, -0.52, 1.18, -0.11, -0.70, -0.36, -0.17, -0.26, 0.15, 0.23, 0.42, 0.40, 0.48, 0.15, 0.38, 0.35, 0.02, -0.66, 0.69, -0.31, -0.68, -0.39, -0.67, -0.26, 0.51, 0.41, 0.39, 0.40, 0.55, -1.02, 0.35, -0.48, -0.19, 0.34, 0.80, -0.81, -0.68, -0.75, -0.65, 0.41, 0.28, 0.33, 0.37, 0.08, 0.43, 0.43, 0.39, 0.48, -0.69, 1.84, -0.73, -0.64, -0.66, -0.20, 0.10, -0.65, 0.62, -0.19, -0.34, -0.20, 0.67, -0.21, -0.24, -0.21], "orbital_gap_ev": 7.622, "fmax_ev_per_a": 1.0, "e_tot_ev": -234829.3821}